No. 1
This record from the OMol25 dataset describes the molecule C4H7NO2. The level of theory is ωB97M-V/def2-TZVPD.

Computed properties:
- relative energy (zero: lowest compared OMol25 entry of this formula, charge and spin) (kcal/mol) = 116.9
- gap between HOMO and LUMO (spin up / spin down) (eV) = 8.54 / 8.54
- net charge = 0
- electronic energy (a.u.) = -361.6946
- spin multiplicity = 1
- E_LUMO (spin up / spin down) (eV) = 0.55 / 0.55
- SMILES = C/C=C\C(O)=N/O

CARTESIAN COORDINATES (ANGSTROEM)
C  2.0796  -0.1130  0.1184
C  0.9085  0.8217  0.1001
C  -0.2098  0.7398  -0.6737
C  -0.7818  -0.4682  -0.1219
O  -0.2125  -1.6851  -0.3231
N  -2.0785  -0.4821  0.0521
O  -2.6734  0.6921  0.5265
H  2.1617  -0.6719  -0.8128
H  3.0062  0.4351  0.2802
H  1.9625  -0.8418  0.9197
H  1.1401  1.8155  0.4723
H  -0.8480  1.5913  -0.8635
H  -0.8378  -2.3708  -0.0502
H  -3.6167  0.5373  0.3758

Löwdin atomic charge list, values in e, 2 entries: C -0.08; C -0.10

No. 2
This record from the OMol25 dataset describes C3H7PS as an isolated structure. The level of theory is ωB97M-V/def2-TZVPD.

Computed properties:
- relative energy (zero: lowest compared OMol25 entry of this formula, charge and spin) (kcal/mol) = 36.5
- gap between HOMO and LUMO (eV) = 7.89
- net charge = 0
- electronic energy (a.u.) = -857.9639
- spin multiplicity = 1
- E_LUMO (eV) = -0.61

CARTESIAN COORDINATES (ANGSTROEM)
C  0.3992  1.3235  -1.7051
C  0.1945  0.2071  -0.9995
C  1.0546  -0.2208  0.0577
P  -1.6832  -0.9226  2.2672
S  -0.0622  0.3002  2.1159
H  -0.2472  1.6115  -2.5164
H  1.2349  1.9729  -1.4956
H  -0.6536  -0.4291  -1.2310
H  1.9230  0.3772  0.2755
H  1.1369  -1.2744  0.2694
H  -2.2108  -0.7937  0.9791
H  -1.0860  -2.1518  1.9826

Löwdin atomic charge list, values in e, 2 entries: C 0.03; C -0.30

No. 3
This record from the OMol25 dataset describes C5H5N5O4Tb as an isolated structure. The level of theory is ωB97M-V/def2-TZVPD.

Computed properties:
- gap between HOMO and LUMO (spin up / spin down) (eV) = 7.40 / 7.61
- net charge = +3
- electronic energy (a.u.) = -1591.3999
- spin multiplicity = 7
- E_LUMO (spin up / spin down) (eV) = -14.11 / -13.87

CARTESIAN COORDINATES (ANGSTROEM)
Tb  -0.1251  0.0194  0.8336
C  -0.1138  2.0185  -0.4613
O  -0.2999  2.9244  -1.1532
C  -0.1681  -0.3433  -1.8015
O  -0.1911  -0.6861  -2.9024
C  -2.3254  0.4702  -0.3262
O  -3.2230  0.7415  -0.9859
C  1.9199  0.2839  -0.3161
O  2.9059  0.3899  -0.8847
H  -0.0981  -3.6397  1.6608
H  0.0732  -3.9574  1.0003
N  -0.5712  0.0262  5.1968
N  -0.2690  0.9778  4.2488
N  0.9142  1.6440  4.5535
C  1.4954  1.8257  3.3862
N  0.8960  1.1152  2.3861
N  -0.1730  0.5115  2.9485
H  -1.4265  -0.4439  4.9450
H  -0.5466  0.3930  6.1501
H  2.3550  2.4735  3.2266

Löwdin atomic charge list, values in e, 2 entries: Tb 1.52; C -0.09

No. 4
This record from the OMol25 dataset describes C36H29O7S3SbTc as an isolated structure. The level of theory is ωB97M-V/def2-TZVPD.

Computed properties:
- relative energy (zero: lowest compared OMol25 entry of this formula, charge and spin) (kcal/mol) = 0.0
- gap between HOMO and LUMO (spin up / spin down) (eV) = 6.44 / 6.57
- net charge = +2
- electronic energy (a.u.) = -3430.9167
- spin multiplicity = 2
- E_LUMO (spin up / spin down) (eV) = -7.65 / -7.52

CARTESIAN COORDINATES (ANGSTROEM)
Tc  -0.7151  0.5166  0.2427
O  -2.3991  -0.2291  1.2247
S  -2.7982  1.1283  1.7626
O  -3.3865  1.1823  3.0419
O  -1.4068  1.7760  1.6424
C  -3.9182  1.7326  0.5285
C  -5.0808  2.2610  1.0502
C  -6.1803  2.5286  0.2275
C  -6.1212  2.2175  -1.1086
C  -4.9368  1.7052  -1.6530
C  -3.8342  1.4672  -0.8603
S  -2.3369  1.1881  -1.7731
O  -2.5794  1.2694  -3.1597
O  -1.3666  2.1074  -1.1456
O  -1.7005  -0.1644  -1.3224
H  -5.1614  2.4257  2.1156
H  -7.0769  2.9495  0.6600
H  -6.9707  2.3842  -1.7553
H  -4.8714  1.5343  -2.7184
O  1.0817  1.1722  0.0089
S  1.8667  2.5442  0.1659
C  3.3576  2.1837  -0.7140
C  3.4066  1.2926  -1.7763
C  4.6152  1.1081  -2.4243
C  5.7446  1.8054  -2.0137
C  5.6831  2.6861  -0.9439
C  4.4815  2.8784  -0.2771
C  1.0400  3.7681  -0.7886
C  0.3219  4.7071  -0.0546
C  -0.3806  5.6927  -0.7338
C  -0.3521  5.7236  -2.1184
C  0.3748  4.7823  -2.8426
C  1.0813  3.7993  -2.1818
H  2.5285  0.7381  -2.0792
H  4.6797  0.4145  -3.2513
H  6.6837  1.6564  -2.5292
H  6.5670  3.2182  -0.6221
H  4.4237  3.5563  0.5644
H  0.3168  4.6680  1.0274
H  -0.9374  6.4362  -0.1811
H  -0.8914  6.4990  -2.6462
H  0.3930  4.8317  -3.9222
H  1.6630  3.0743  -2.7324
C  0.2196  -2.9989  5.5522
C  1.2432  -3.4061  4.7101
C  1.1908  -3.1041  3.3569
C  0.1055  -2.3923  2.8507
C  -0.9219  -1.9833  3.6958
C  -0.8602  -2.2885  5.0468
Sb  0.0625  -2.0054  0.7953
C  1.9988  -2.3657  0.0889
C  2.2495  -3.4242  -0.7815
C  3.5496  -3.6841  -1.1924
C  4.5947  -2.8994  -0.7282
C  4.3474  -1.8505  0.1462
C  3.0514  -1.5784  0.5520
C  -1.2692  -3.3074  -0.1424
C  -2.1792  -4.0109  0.6444
C  -3.0751  -4.8832  0.0436
C  -3.0643  -5.0488  -1.3328
C  -2.1664  -4.3382  -2.1184
C  -1.2711  -3.4610  -1.5276
H  0.2622  -3.2392  6.6058
H  2.0834  -3.9617  5.1038
H  1.9974  -3.4260  2.7089
H  -1.7761  -1.4391  3.3144
H  -1.6579  -1.9724  5.7051
H  1.4464  -4.0636  -1.1259
H  3.7452  -4.5103  -1.8620
H  5.6086  -3.1128  -1.0390
H  5.1650  -1.2459  0.5161
H  2.8745  -0.7649  1.2480
H  -2.1830  -3.9029  1.7232
H  -3.7743  -5.4399  0.6526
H  -3.7564  -5.7376  -1.7978
H  -2.1627  -4.4687  -3.1920
H  -0.5852  -2.9017  -2.1543

Löwdin atomic charge list, values in e, 2 entries: Tc 1.40; O -0.46